Record 1
Formula: C19H30N6O6S2SiW
Source: the Open Molecules 2025 dataset
Level of theory: ωB97M-V/def2-TZVPD

Positions of all 65 atoms, in Å:
1 W 0.549 0.396 -0.278
2 S -1.095 -2.102 -1.693
3 S 0.606 2.617 -1.343
4 Si 0.970 -2.072 2.297
5 O 1.305 0.257 -2.249
6 O -0.942 0.023 1.071
7 O -1.223 0.512 -1.375
8 O -2.915 -0.551 1.912
9 O 0.083 -1.596 -0.835
10 O 2.523 0.901 -0.618
11 N 1.311 1.547 1.537
12 N -1.746 1.652 -1.883
13 N 2.157 -0.202 -1.287
14 N -2.514 1.629 1.611
15 N 1.448 -0.669 1.322
16 N -1.823 2.651 0.962
17 C 1.665 2.747 2.035
18 C -0.729 -1.634 -3.400
19 C -1.140 3.478 -3.316
20 C 2.615 2.830 3.036
21 C -3.297 2.431 -3.493
22 C -2.389 3.401 -3.954
23 C -0.824 2.618 -2.298
24 C 3.202 1.669 3.535
25 C -2.991 1.567 -2.484
26 C -0.542 -3.822 -1.988
27 C 0.026 -3.924 -3.410
28 C 0.424 -2.517 -3.838
29 C 2.840 0.445 3.039
30 C -0.404 -3.150 1.627
31 C 0.307 -1.456 3.946
32 C 1.886 0.405 2.008
33 C -2.130 0.298 1.524
34 C 2.481 -3.168 2.539
35 C 0.953 4.007 1.643
36 H 1.334 -2.189 -3.335
37 H 2.876 3.800 3.434
38 H -1.335 -2.585 1.567
39 H 0.866 -4.618 -3.427
40 H -2.328 2.972 0.144
41 H 0.985 -0.822 4.514
42 H 1.649 4.844 1.655
43 H -0.411 4.230 -3.587
44 H 2.212 -4.077 3.083
45 H -0.191 -3.617 0.672
46 H -3.497 1.735 1.812
47 H 3.297 -0.471 3.381
48 H 3.289 -2.682 3.089
49 H 0.585 -2.445 -4.913
50 H 3.951 1.736 4.314
51 H 0.057 -2.318 4.572
52 H -0.621 -0.908 3.765
53 H 0.473 3.954 0.674
54 H -3.653 0.818 -2.076
55 H -1.694 3.425 1.600
56 H -2.648 4.069 -4.760
57 H 0.220 -3.989 -1.230
58 H 0.180 4.213 2.389
59 H -0.543 -0.567 -3.414
60 H -1.650 -1.863 -3.948
61 H -1.380 -4.489 -1.793
62 H -0.530 -3.952 2.363
63 H -0.737 -4.317 -4.086
64 H 2.883 -3.464 1.567
65 H -4.286 2.359 -3.929

Output
HOMO (spin up / spin down) in Eh: -0.211 / -0.285
Orbital gap (spin up / spin down) in eV: 6.085 / 5.324
Molar mass in g/mol: 714.5
Lowest unoccupied orbital energy (spin up / spin down) in hartree: 0.0128 / -0.0892
Multiplicity: 3
Relative energy (zero: lowest compared OMol25 entry of this formula, charge and spin) in eV: 2.1197


Record 2
Formula: C4H8O2
Source: the Open Molecules 2025 dataset
Level of theory: ωB97M-V/def2-TZVPD

Positions of all 14 atoms, in Å:
1 O -1.033 1.593 -0.641
2 O 1.593 1.288 -0.325
3 C -1.789 -0.351 0.071
4 C 0.777 0.336 0.309
5 C -0.667 0.500 -0.066
6 C 1.291 -1.059 -0.026
7 H 0.808 0.472 1.406
8 H -2.538 0.058 0.753
9 H 2.349 -1.122 0.245
10 H 1.199 -1.248 -1.099
11 H 1.036 2.054 -0.531
12 H -1.686 -1.434 0.134
13 H 0.740 -1.827 0.525
14 H -2.036 0.848 -0.800

Output
HOMO in Eh: -0.332
Orbital gap in eV: 9.703
Molar mass in g/mol: 88.1
Lowest unoccupied orbital energy in hartree: 0.0245
Relative energy (zero: lowest compared OMol25 entry of this formula, charge and spin) in eV: 3.6261


Record 3
Formula: C32H38BF4LiO12
Source: the Open Molecules 2025 dataset
Level of theory: ωB97M-V/def2-TZVPD

Positions of all 88 atoms, in Å:
1 F 6.559 43.650 30.613
2 F 8.823 43.832 30.826
3 F 7.855 42.286 32.001
4 F 7.924 42.044 29.785
5 O 11.646 44.110 23.555
6 O 7.643 40.217 27.965
7 O 13.410 37.311 31.644
8 O 2.853 42.357 32.734
9 O 15.052 40.955 28.690
10 O 7.289 45.677 32.672
11 O 7.736 44.490 27.419
12 O 6.192 46.183 29.316
13 O 11.714 44.107 31.790
14 O 4.258 37.138 31.199
15 O 8.594 39.723 33.045
16 O 12.149 38.429 25.263
17 C 3.226 41.117 32.171
18 C 4.860 39.516 31.402
19 C 11.161 39.643 27.102
20 C 9.859 43.474 26.644
21 C 7.347 47.085 29.263
22 C 10.903 39.894 31.992
23 C 10.761 44.245 24.511
24 C 9.754 38.715 25.369
25 C 8.640 39.089 26.112
26 C 12.390 38.035 32.107
27 C 11.347 37.294 32.874
28 C 11.998 39.256 31.653
29 C 12.432 43.287 30.984
30 C 11.041 38.984 25.961
31 C 9.835 39.292 32.797
32 C 10.073 40.148 27.821
33 C 7.411 46.627 33.745
34 C 10.122 37.967 33.214
35 C 3.981 38.529 31.565
36 C 2.354 40.067 32.321
37 C 9.618 45.075 24.350
38 C 14.491 42.001 30.700
39 C 12.094 43.152 29.735
40 C 12.923 42.331 28.898
41 C 2.676 38.719 31.985
42 C 14.167 41.724 29.426
43 C 10.817 43.332 25.613
44 C 8.610 45.167 25.319
45 C 8.707 44.382 26.456
46 C 4.545 40.887 31.701
47 C 8.812 39.857 27.239
48 C 13.618 42.763 31.585
49 B 7.787 42.963 30.794
50 Li 5.850 45.295 31.252
51 H 7.796 43.799 28.258
52 H 5.379 41.521 31.649
53 H 12.852 39.683 30.998
54 H 5.833 39.407 31.010
55 H 11.655 42.660 25.725
56 H 7.840 40.573 28.697
57 H 2.107 42.234 33.271
58 H 5.142 37.051 30.884
59 H 8.201 46.614 29.266
60 H 1.807 38.011 31.986
61 H 9.481 37.983 24.529
62 H 1.393 40.139 32.651
63 H 6.048 45.948 28.543
64 H 13.363 36.457 31.481
65 H 6.987 46.264 34.644
66 H 8.536 40.650 32.899
67 H 7.733 45.841 25.164
68 H 11.208 36.282 33.024
69 H 11.196 43.547 29.265
70 H 11.650 44.784 22.929
71 H 8.196 45.549 32.401
72 H 14.673 40.963 27.863
73 H 12.676 42.249 27.879
74 H 10.844 40.767 31.641
75 H 7.373 47.611 28.423
76 H 10.795 43.989 31.444
77 H 14.142 42.825 32.557
78 H 7.226 47.721 29.979
79 H 10.155 40.721 28.759
80 H 7.547 38.862 25.732
81 H 9.493 37.474 33.872
82 H 9.805 43.032 27.717
83 H 15.522 41.560 31.137
84 H 9.569 45.479 23.311
85 H 6.828 47.227 33.303
86 H 12.230 39.686 27.415
87 H 8.435 46.939 34.081
88 H 11.972 38.062 24.382

Output
HOMO in Eh: -0.266
Orbital gap in eV: 6.641
Molar mass in g/mol: 708.4
Lowest unoccupied orbital energy in hartree: -0.0220
Relative energy (zero: lowest compared OMol25 entry of this formula, charge and spin) in eV: 0.5221


Record 4
Formula: CH5NO
Source: the Open Molecules 2025 dataset
Level of theory: ωB97M-V/def2-TZVPD

Positions of all 8 atoms, in Å:
1 O -2.723 -1.832 -1.352
2 N 1.513 1.306 -0.020
3 C 1.255 0.934 1.170
4 H 0.705 1.569 1.861
5 H -2.143 -1.355 -0.762
6 H 2.414 0.887 -0.274
7 H 1.493 -0.054 1.595
8 H -2.513 -1.457 -2.219

Output
HOMO in Eh: -0.366
Orbital gap in eV: 10.740
Molar mass in g/mol: 47.1
Lowest unoccupied orbital energy in hartree: 0.0286
Relative energy (zero: lowest compared OMol25 entry of this formula, charge and spin) in eV: 1.1864


Record 5
Formula: C39H28Cl3N5O7SSn
Source: the Open Molecules 2025 dataset
Level of theory: ωB97M-V/def2-TZVPD

Positions of all 84 atoms, in Å:
1 Sn -1.161 1.516 -1.963
2 Cl 7.089 -0.527 1.843
3 Cl 0.625 -0.431 3.115
4 Cl 6.450 -5.653 3.209
5 S -0.213 2.212 2.034
6 O -0.117 5.423 -0.708
7 O -0.193 3.427 -1.708
8 O 1.797 -6.342 2.005
9 O -2.621 -1.325 0.177
10 O -0.822 -0.129 -0.385
11 O 4.361 0.669 1.893
12 O 2.747 -6.139 -0.013
13 N 3.371 0.570 -0.885
14 N 1.890 -5.773 0.857
15 N -2.609 2.877 -0.788
16 N -3.803 0.433 -1.447
17 N 1.532 1.320 -1.843
18 C -3.889 2.609 -0.358
19 C -3.834 -1.088 -3.313
20 C -2.742 5.056 0.267
21 C -4.229 0.124 -2.733
22 C 4.266 -0.372 -0.247
23 C 1.022 1.155 2.575
24 C 0.923 3.462 1.762
25 C -4.925 -0.492 -5.381
26 C -0.707 4.375 -0.985
27 C 0.098 -4.293 1.523
28 C -4.634 3.558 0.409
29 C -0.583 -2.475 0.075
30 C 0.313 -2.937 -0.894
31 C 3.961 -0.515 1.237
32 C 3.513 1.935 -0.991
33 C -6.517 2.028 0.512
34 C 4.389 -4.116 2.354
35 C 3.540 1.073 2.980
36 C -4.179 -1.384 -4.619
37 C 1.048 -4.714 0.572
38 C -5.931 3.244 0.823
39 C -4.512 1.390 -0.670
40 C 6.545 -3.051 2.520
41 C 2.376 2.381 -1.586
42 C -1.412 -1.237 -0.086
43 C 3.853 -2.905 1.941
44 C -5.800 1.107 -0.235
45 C 2.260 1.727 2.560
46 C -5.318 0.710 -4.807
47 C 2.183 3.070 2.078
48 C 2.158 0.258 -1.391
49 C -4.014 4.810 0.724
50 C -4.977 1.022 -3.499
51 C 5.736 -4.164 2.658
52 C 5.987 -1.867 2.070
53 C 4.629 -1.760 1.787
54 C 1.119 -4.038 -0.665
55 C -2.065 4.101 -0.477
56 C -0.700 -3.201 1.261
57 H 7.602 -3.107 2.733
58 H -6.231 0.148 -0.498
59 H 0.378 -2.414 -1.843
60 H -1.430 -2.878 1.994
61 H -7.522 1.800 0.844
62 H 2.077 3.386 -1.824
63 H 4.390 2.439 -0.626
64 H -5.894 1.422 -5.386
65 H -2.225 5.985 0.465
66 H 5.298 -0.051 -0.389
67 H 2.801 -2.859 1.685
68 H 0.590 4.400 1.339
69 H -5.192 -0.728 -6.403
70 H 3.053 3.701 1.959
71 H 4.153 1.802 3.512
72 H -3.261 -1.792 -2.720
73 H 0.027 -4.840 2.451
74 H 1.819 -4.399 -1.405
75 H -3.448 -0.361 -0.899
76 H 4.131 -1.344 -0.723
77 H 2.876 -0.657 1.326
78 H 1.785 -0.750 -1.400
79 H -4.559 5.543 1.306
80 H 3.348 0.233 3.655
81 H -5.283 1.964 -3.062
82 H -6.473 3.979 1.409
83 H 3.777 -5.006 2.406
84 H -3.858 -2.326 -5.047

Output
Total charge: -2
HOMO (spin up / spin down) in Eh: -0.036 / -0.027
Orbital gap (spin up / spin down) in eV: 4.718 / 4.483
Molar mass in g/mol: 935.8
Lowest unoccupied orbital energy (spin up / spin down) in hartree: 0.1378 / 0.1378
Relative energy (zero: lowest compared OMol25 entry of this formula, charge and spin) in eV: 0.0000


The highest molar mass belongs to which entry?
C39H28Cl3N5O7SSn


Number 2 is which compound?
C4H8O2


Please write out number 2 again, unchanged.
Formula: C4H8O2
Source: the Open Molecules 2025 dataset
Level of theory: ωB97M-V/def2-TZVPD

Positions of all 14 atoms, in Å:
1 O -1.033 1.593 -0.641
2 O 1.593 1.288 -0.325
3 C -1.789 -0.351 0.071
4 C 0.777 0.336 0.309
5 C -0.667 0.500 -0.066
6 C 1.291 -1.059 -0.026
7 H 0.808 0.472 1.406
8 H -2.538 0.058 0.753
9 H 2.349 -1.122 0.245
10 H 1.199 -1.248 -1.099
11 H 1.036 2.054 -0.531
12 H -1.686 -1.434 0.134
13 H 0.740 -1.827 0.525
14 H -2.036 0.848 -0.800

Output
HOMO in Eh: -0.332
Orbital gap in eV: 9.703
Molar mass in g/mol: 88.1
Lowest unoccupied orbital energy in hartree: 0.0245
Relative energy (zero: lowest compared OMol25 entry of this formula, charge and spin) in eV: 3.6261


Which value of molar mass does entry 5 give?
935.8 g/mol